1.
{"formula": "C6H12N2O", "method": "ωB97M-V/def2-TZVPD", "de_lowest_kcal_mol": 112.1, "total_charge": 0, "e_tot_ev": -11439.8115, "orbital_gap_ev": 9.33, "homo_energy_ev": -8.5, "lumo_energy_ev": 0.799, "elements": ["H", "N", "C", "N", "C", "C", "H", "H", "H", "H", "H", "H", "H", "C", "C", "C", "O", "H", "H", "H", "H"], "xyz": [[0.00981, 1.02898, -1.20715], [0.28318, 0.31489, -2.11813], [1.34213, 0.00015, -1.51828], [1.37182, 0.58830, -0.19448], [2.05059, 1.86609, -0.01975], [1.64374, -0.35896, 0.87974], [1.93430, -0.89966, -1.69438], [3.14046, 1.74843, -0.03855], [1.76461, 2.31131, 0.93450], [1.73617, 2.53460, -0.81933], [2.69351, -0.67697, 0.89265], [1.42615, 0.10471, 1.84154], [1.00269, -1.22843, 0.75085], [-2.75612, -2.74937, 0.59036], [-2.64169, -1.62697, 0.18412], [-2.56455, -0.22609, -0.21105], [-1.78282, 0.55854, 0.68276], [-2.90662, -3.72830, 0.95369], [-3.58422, 0.18075, -0.28751], [-2.07242, -0.14504, -1.18428], [-2.09073, 0.40305, 1.58268]], "atomic_forces_ev_per_a": [[-0.5, -1.7, -3.4], [-0.7, 2.2, 1.2], [-1.1, -0.5, 2.1], [1.3, -0.2, 1.1], [0.2, -0.4, -0.3], [0.2, 0.2, -0.3], [0.4, 0.4, -0.5], [0.1, 0.2, 0.0], [0.0, -0.1, 0.0], [0.1, 0.1, 0.0], [0.1, -0.1, 0.1], [-0.1, 0.0, 0.0], [0.0, -0.1, 0.1], [0.0, 0.4, -0.1], [-0.1, -0.3, 0.3], [0.1, 0.3, -0.2], [0.0, 0.0, 0.1], [0.0, -0.3, 0.1], [0.2, -0.1, -0.1], [-0.2, 0.0, 0.1], [0.0, 0.0, -0.1]], "mulliken_charge": [0.386, -0.603, -0.248, 0.159, -0.955, -1.162, 0.427, 0.329, 0.320, 0.301, 0.384, 0.284, 0.354, 0.173, -0.366, -0.562, -0.484, 0.409, 0.276, 0.276, 0.303]}

2.
{"formula": "C5H23N3O6", "method": "ωB97M-V/def2-TZVPD", "total_charge": 3, "s2": 0.759, "e_tot_ev": -22281.1711, "orbital_gap_ev": [7.50, 3.30], "homo_energy_ev": [-19.5, -19.5], "lumo_energy_ev": [-12.012, -16.191], "spin_multiplicity": 2, "elements": ["C", "C", "C", "C", "N", "C", "N", "N", "H", "H", "H", "H", "H", "H", "H", "H", "H", "H", "H", "H", "H", "O", "H", "H", "O", "H", "H", "O", "H", "H", "O", "H", "H", "O", "H", "H", "O"], "xyz": [[-2.13624, 0.51230, 0.93802], [-1.53826, 1.85229, 0.52011], [-0.06636, 2.00023, 0.94066], [0.62485, 2.09278, 2.13585], [2.02012, 1.99378, 1.90435], [2.14052, 1.97288, 0.54922], [0.90219, 2.11828, -0.08430], [-1.50721, -0.69142, 0.19927], [-2.21656, 0.33029, 2.05808], [-3.29289, 0.63626, 0.47659], [-1.57396, 1.87730, -0.61318], [-2.14480, 2.67755, 0.75476], [0.27530, 2.02359, 3.16155], [2.74996, 2.08024, 2.50962], [3.02690, 1.86826, -0.11659], [0.79829, 1.89864, -1.05301], [-2.35635, -1.04080, -0.27631], [-0.71228, -0.34202, -0.35729], [-1.10022, -1.51698, 0.80950], [3.24010, 0.75426, -2.62946], [2.04867, 1.74884, -2.95690], [2.56833, 1.45000, -2.22126], [1.26530, -3.77910, 0.45700], [0.39146, -2.65939, 0.99957], [0.59759, -3.09518, 0.21667], [-2.28680, -0.23647, -2.79924], [-0.70330, -0.37893, -2.60318], [-1.52132, -0.14570, -2.22096], [-2.01305, -3.57446, -1.36337], [-1.00219, -3.43046, -0.24572], [-1.98027, -3.16247, -0.46699], [1.00581, -2.06455, -2.70339], [0.86704, -0.86979, -3.69958], [0.90885, -1.09103, -2.73559], [-0.65702, -3.05079, 2.62016], [0.17851, -1.94855, 3.04705], [-0.55326, -2.14692, 2.41376]], "atomic_forces_ev_per_a": [[-3.2, -0.3, 0.2], [2.4, -1.4, -1.6], [-1.1, 1.3, -4.7], [3.1, -1.0, 2.8], [-5.7, 0.3, -4.8], [-0.3, 0.6, -1.5], [0.9, -1.4, 5.3], [0.0, 0.2, 2.9], [0.1, 0.2, -1.5], [3.0, -0.6, 1.6], [0.4, -0.1, 1.1], [-0.8, 1.2, 1.2], [-0.3, 0.4, -0.1], [2.7, 0.2, 2.6], [-0.3, 0.1, 0.8], [0.0, -0.1, -1.2], [1.6, -0.7, -0.8], [-1.3, -0.9, -0.6], [-1.5, 2.1, -0.7], [-2.1, 2.1, 1.2], [-0.1, 0.3, -1.0], [2.1, -2.2, -0.2], [-0.6, 0.5, -0.4], [-0.3, 1.0, 2.4], [1.8, -1.9, -2.3], [0.4, 0.0, -0.4], [1.4, -1.0, -1.3], [-2.2, 1.5, 1.1], [-0.6, 0.4, 0.9], [-2.2, 0.6, -0.3], [2.4, -1.3, -0.9], [-0.1, 0.6, -0.1], [0.3, -0.5, 0.9], [0.1, -0.1, -1.1], [-1.0, -2.2, 0.3], [-0.7, 0.3, -0.5], [1.6, 1.9, 0.9]], "mulliken_charge": [-0.601, -0.720, 0.548, -0.396, 0.115, -0.194, 0.065, 0.045, 0.373, 0.413, 0.363, 0.518, 0.453, 0.197, 0.505, 0.406, 0.443, 0.230, 0.119, 0.346, 0.302, -0.674, 0.340, 0.367, -0.590, 0.279, 0.293, -0.546, 0.339, 0.397, -0.691, 0.279, 0.375, -0.617, 0.316, 0.296, -0.692]}

3.
{"formula": "C3H7O3", "method": "ωB97M-V/def2-TZVPD", "de_lowest_kcal_mol": 26.0, "total_charge": -1, "e_tot_ev": -9368.0306, "orbital_gap_ev": 8.11, "homo_energy_ev": -4.0, "lumo_energy_ev": 4.075, "elements": ["C", "O", "H", "H", "H", "H", "C", "C", "O", "O", "H", "H", "H"], "xyz": [[0.07023, 1.26160, -2.18480], [-0.59654, 2.19624, -1.30390], [-1.27523, 1.67416, -0.85364], [-0.29506, 1.49008, -3.18914], [-0.13438, 0.24669, -1.85606], [1.12784, 1.49963, -2.10824], [1.54578, -0.97610, 1.22765], [-0.05459, -0.97822, 1.00179], [-0.48170, 0.17206, 0.70625], [-0.65043, -2.06122, 1.01579], [1.95761, -0.06798, 0.79548], [1.99411, -1.82384, 0.70770], [1.69904, -1.07470, 2.30432]], "atomic_forces_ev_per_a": [[-0.6, 1.3, 0.8], [-0.2, -0.4, -0.6], [0.4, 0.1, 0.4], [0.2, -0.5, -0.2], [0.1, -0.1, -0.2], [0.2, -0.3, -0.2], [-1.4, -0.5, -0.2], [1.4, 1.0, -1.1], [-0.4, -0.4, 0.3], [-0.1, -0.3, 0.4], [0.0, 0.2, 0.4], [-0.1, -0.2, 0.2], [0.4, 0.1, -0.1]], "mulliken_charge": [-0.449, -0.511, 0.330, 0.243, 0.210, 0.159, -0.809, 0.513, -0.690, -0.707, 0.224, 0.258, 0.229]}